P.
The following is a DFT calculation (the ωB97M-V functional and the def2-TZVPD basis) of 2 unconnected molecules or ions with the total composition C6H14NS.

Geometry as XYZ:
```
22
C6H14NS | OMol25 | the ωB97M-V functional and the def2-TZVPD basis
C -2.281 -3.116 -1.501
C -2.363 -1.608 -1.596
C -1.634 -0.796 -0.820
N -1.589 0.580 -0.828
H -1.444 -3.391 -0.858
H -3.188 -3.550 -1.076
H -2.094 -3.537 -2.492
H -3.078 -1.180 -2.295
H -0.899 -1.224 -0.143
H -1.253 0.972 0.066
H -2.396 1.076 -1.175
C 2.409 0.964 0.009
C 2.262 2.022 1.102
C 1.603 1.486 2.358
S -0.166 1.124 2.147
H 3.099 0.189 0.356
H 2.787 1.376 -0.930
H 1.445 0.502 -0.202
H 3.269 2.421 1.315
H 1.692 2.870 0.716
H 1.699 2.237 3.148
H 2.120 0.584 2.700
```

Its LUMO energy is 3.767 eV. The charge is -1. The spin multiplicity is 1.

How is the electron density shared among the atoms? According to Löwdin, the charges in e are: -0.150, -0.211, -0.268, 0.019, 0.061, 0.052, 0.051, 0.076, 0.098, -0.065, 0.070, -0.151, -0.392, -0.772, 0.211, 0.061, 0.055, 0.033, 0.085, 0.082, 0.024, 0.032

---

Q.
The following is a DFT calculation (the ωB97M-V functional and the def2-TZVPD basis) of a gas-phase ion, C6H14NS (charge -1).

Geometry as XYZ:
```
22
C6H14NS | OMol25 | the ωB97M-V functional and the def2-TZVPD basis
C -2.186 0.341 0.883
C -1.157 -0.784 0.692
C -1.886 -1.982 0.059
C 0.048 -0.387 -0.118
N 0.776 0.709 0.506
C 1.575 1.575 -0.398
C 2.846 0.888 -0.913
S 3.695 2.041 -2.034
H -1.963 1.021 1.693
H -3.183 -0.056 1.117
H -2.389 0.794 -0.076
H -0.907 -1.061 1.725
H -2.696 -2.391 0.659
H -1.145 -2.767 -0.135
H -2.232 -1.683 -0.932
H 0.687 -1.274 -0.248
H -0.210 -0.096 -1.144
H 1.458 0.277 1.122
H 0.983 1.880 -1.259
H 1.891 2.421 0.204
H 3.366 0.596 0.015
H 2.629 -0.060 -1.418
```

The SMILES is CC(C)CNCC[S-]. Its LUMO energy is 3.286 eV. The charge is -1. The spin multiplicity is 1.

How is the electron density shared among the atoms? According to Löwdin, the charges in e are: -0.094, -0.436, -0.099, -0.257, -0.083, -0.363, -0.821, 0.062, 0.064, 0.062, 0.071, 0.128, 0.066, 0.067, 0.076, 0.112, 0.128, 0.090, 0.081, 0.081, 0.040, 0.025

---

Stability verdict: P, ahead by 20.9 kJ/mol